{"formula": "C2H4N4O", "method": "ωB97M-V/def2-TZVPD", "de_lowest_kj_mol": 14.1, "smiles": "Nc1n[nH]c(O)n1", "e_tot_ev": -10146.98841, "symbols": ["N", "C", "N", "N", "C", "O", "N", "H", "H", "H", "H"], "coordinates": [[-1.70469, 0.52418, -1.31952], [-0.57582, 0.32801, -0.54940], [0.41671, 1.19177, -0.50864], [1.24095, 0.61334, 0.42642], [0.69442, -0.52629, 0.85511], [1.29744, -1.27794, 1.77993], [-0.45432, -0.76445, 0.26739], [-1.57238, 1.21190, -2.04771], [-2.11719, -0.33423, -1.65539], [2.09004, 1.06323, 0.72442], [0.68216, -1.99237, 1.99995]], "forces_ev_per_a": [[0.07, -0.04, -0.09], [0.02, 0.15, -0.11], [-0.28, -0.20, -0.02], [0.14, -0.12, 0.20], [0.02, 0.21, -0.10], [-0.17, -0.09, -0.01], [0.19, 0.14, 0.06], [-0.02, -0.08, 0.07], [0.03, 0.09, 0.07], [-0.11, -0.09, -0.04], [0.12, 0.04, -0.03]], "lowdin_charge": [0.11, -0.50, 0.08, 0.06, -0.48, 0.11, 0.17, 0.09, 0.09, 0.16, 0.12]}

=====

{"formula": "C2H4N4O2", "method": "ωB97M-V/def2-TZVPD", "de_lowest_kj_mol": 480.7, "e_tot_ev": -12188.50590, "symbols": ["C", "C", "H", "H", "H", "H", "N", "N", "N", "N", "O", "O"], "coordinates": [[1.51274, -0.05054, -0.21623], [-0.18060, 1.04563, -0.07144], [-1.86579, -1.80505, -0.74544], [-1.97751, -1.20217, 0.92338], [3.17142, 0.60202, 0.36490], [-2.01297, 1.16874, 0.57193], [-1.81363, -1.04389, -0.13558], [-0.46146, -0.42388, -0.47010], [1.24185, 1.22723, -0.43905], [-1.03842, 1.92189, 0.07823], [0.66914, -1.09189, 0.09061], [2.75525, -0.34811, 0.04879]], "forces_ev_per_a": [[2.66, 1.27, 1.65], [0.41, -0.96, -3.34], [-0.23, -1.52, -0.57], [0.71, -0.18, -2.47], [-1.29, -3.50, -1.49], [3.26, 3.10, -2.35], [3.09, 3.44, 2.78], [-4.32, 0.29, 0.92], [-3.76, -3.88, 1.55], [-4.33, -2.20, 3.25], [1.10, 1.93, -1.16], [2.70, 2.22, 1.24]], "lowdin_charge": [-0.53, -0.48, 0.04, 0.12, 0.23, 0.19, 0.07, -0.10, 0.19, 0.12, 0.06, 0.10]}

=====

{"formula": "C2H4N4O2", "method": "ωB97M-V/def2-TZVPD", "de_lowest_kj_mol": 428.8, "e_tot_ev": -12189.04361, "symbols": ["C", "C", "H", "H", "H", "H", "N", "N", "N", "N", "O", "O"], "coordinates": [[-1.32118, 0.44231, -0.31135], [1.19300, -0.26689, 0.20011], [-2.44548, -0.16543, 1.39598], [-1.83195, -1.51060, 0.75443], [2.08989, 0.71211, -1.26836], [3.06151, 0.81271, 0.45297], [-2.33606, -0.28647, 0.16773], [-0.64451, -0.58501, -1.22390], [0.56425, -0.85881, -1.00131], [2.13774, 0.55966, -0.19312], [-0.98267, 1.58035, -0.21948], [0.51545, -0.43393, 1.24632]], "forces_ev_per_a": [[2.75, -1.45, -0.80], [-4.96, 0.09, 1.23], [-0.11, 1.10, -4.75], [-1.24, 3.95, -3.27], [0.96, -0.34, 2.77], [-3.60, -0.69, -2.53], [-1.29, -4.90, 9.26], [2.52, 0.86, 0.05], [-1.86, -0.06, -0.42], [4.20, 1.30, 0.14], [-0.53, 0.12, -0.21], [3.17, 0.01, -1.46]], "lowdin_charge": [-0.69, -0.60, 0.19, 0.28, 0.16, 0.21, 0.05, 0.09, 0.06, 0.14, 0.11, 0.00]}

=====

{"formula": "C2H4N4O2", "method": "ωB97M-V/def2-TZVPD", "de_lowest_kj_mol": 488.3, "smiles": "[H]/N=[N+](\\[O-])[C@H]1CON=N1", "e_tot_ev": -12188.42683, "symbols": ["C", "C", "N", "N", "N", "N", "O", "O", "H", "H", "H", "H"], "coordinates": [[0.97146, 1.08390, 0.12189], [0.08402, -0.11903, -0.48297], [1.02705, -1.25718, -0.35745], [2.04613, -0.95617, 0.23028], [-2.24901, -0.52342, -0.52817], [-1.30685, -0.52028, 0.26674], [-1.21279, -0.66479, 1.42441], [2.16260, 0.44331, 0.53147], [1.03074, 1.89872, -0.57624], [0.68758, 1.47230, 1.07711], [-0.14211, 0.19051, -1.52261], [-3.09882, -1.04787, -0.18445]], "forces_ev_per_a": [[-1.56, -1.76, 1.06], [0.61, 1.81, 0.26], [-0.94, 0.58, 0.32], [0.39, 0.67, -0.25], [-1.86, -1.51, -1.41], [2.84, 2.00, -3.82], [-0.06, -1.18, 4.02], [0.43, -1.23, -1.01], [0.70, 0.03, -0.58], [-1.36, 0.46, 0.37], [-0.28, -1.02, 0.62], [1.08, 1.14, 0.44]], "lowdin_charge": [-0.13, -0.13, 0.06, 0.06, 0.13, -0.41, 0.06, -0.11, 0.11, 0.11, 0.13, 0.11]}

=====

{"formula": "C2H4N4O2", "method": "ωB97M-V/def2-TZVPD", "de_lowest_kj_mol": 442.0, "smiles": "ONC1=NN=CNO1", "e_tot_ev": -12188.90699, "symbols": ["C", "C", "H", "H", "H", "H", "N", "N", "N", "N", "O", "O"], "coordinates": [[0.39823, -0.45339, 0.06799], [-2.05507, 0.10368, -0.04435], [3.05307, 0.45137, 0.58654], [1.98515, -1.56148, -0.54417], [-3.10089, 0.46731, 0.19801], [-1.48549, 1.96653, 0.04870], [1.70860, -0.73682, 0.07856], [-0.41029, -1.36577, -0.11512], [-1.76335, -1.14140, 0.02846], [-1.10865, 1.10060, -0.31629], [2.58415, 0.30296, -0.21842], [0.19454, 0.86641, 0.23010]], "forces_ev_per_a": [[1.03, 1.61, -0.68], [-1.06, -0.69, 0.93], [0.54, 0.19, 0.92], [-0.96, 1.41, 1.51], [1.31, -0.55, -0.69], [0.80, 0.23, 0.14], [3.02, -2.43, -0.90], [-0.91, -2.55, -0.83], [-1.05, 1.62, 0.42], [-1.17, 0.41, -0.54], [-0.42, 0.27, -1.00], [-1.14, 0.47, 0.73]], "lowdin_charge": [-0.50, -0.21, 0.09, 0.19, 0.14, 0.13, 0.01, 0.06, 0.03, 0.04, -0.01, 0.04]}

=====

{"formula": "C2H4N4O2", "method": "ωB97M-V/def2-TZVPD", "de_lowest_kj_mol": 789.9, "e_tot_ev": -12185.30099, "symbols": ["C", "C", "H", "H", "H", "H", "N", "N", "N", "N", "O", "O"], "coordinates": [[1.75531, 0.58676, -0.13486], [0.29518, -0.95559, -0.16263], [-0.91748, 1.21323, 0.97801], [-1.52877, 1.34192, -0.46781], [2.31484, 1.61564, -0.43069], [-2.83310, -1.31713, 0.79048], [-0.55164, 1.47517, 0.06179], [0.40480, 0.43290, -0.16666], [2.37881, -0.54360, -0.12803], [-0.75136, -1.56149, -0.13358], [1.41011, -1.64158, 0.10012], [-1.97669, -0.64622, -0.30614]], "forces_ev_per_a": [[1.66, 1.59, -1.82], [-0.45, 1.85, 1.64], [0.21, 0.55, 0.24], [3.42, -0.15, 0.54], [-1.44, -2.76, 1.17], [3.01, 2.46, -4.08], [-2.06, -0.70, -0.04], [0.68, 0.22, -0.81], [1.76, 0.18, 0.79], [-6.70, -2.26, -0.61], [1.07, 3.39, -1.27], [-1.16, -4.36, 4.25]], "lowdin_charge": [-0.16, -0.51, 0.08, 0.14, 0.19, 0.33, 0.07, -0.09, 0.09, 0.06, 0.06, -0.26]}

=====

{"formula": "C2H4N4O2", "method": "ωB97M-V/def2-TZVPD", "de_lowest_kj_mol": 195.3, "smiles": "O/N=c1/[nH]nc(O)[nH]1", "e_tot_ev": -12191.46334, "symbols": ["C", "C", "H", "H", "H", "H", "N", "N", "N", "N", "O", "O"], "coordinates": [[-0.72840, 0.46922, -0.07735], [1.51621, -0.10325, -0.03504], [-3.46203, -0.55153, 0.30598], [0.03307, 2.54091, -0.13941], [2.57014, -1.74580, -0.22196], [0.02721, -1.56478, 0.25745], [-2.00205, 0.45515, -0.07963], [0.18529, 1.53942, 0.01503], [1.55768, 1.17894, 0.03485], [0.24612, -0.62966, 0.02056], [-2.61151, -0.76881, -0.04005], [2.66827, -0.81983, -0.04045]], "forces_ev_per_a": [[2.70, -1.19, 0.99], [0.46, 0.35, 0.84], [-0.91, 0.12, 0.25], [-0.34, -1.11, 0.07], [-0.46, -0.62, -0.19], [-0.38, -0.67, 0.01], [1.07, 2.42, -0.15], [-0.54, 0.78, -0.08], [-1.18, -0.68, -0.86], [-0.99, 1.27, -0.92], [0.95, -1.64, -0.27], [-0.39, 0.97, 0.29]], "lowdin_charge": [-0.31, -0.47, 0.07, 0.15, 0.10, 0.13, -0.03, 0.03, 0.11, 0.18, -0.06, 0.11]}

=====

{"formula": "C2H4N4OS", "method": "ωB97M-V/def2-TZVPD", "de_lowest_kj_mol": 495.9, "smiles": "Nn1cnc(=S)n1O", "e_tot_ev": -20975.87541, "symbols": ["C", "C", "H", "H", "H", "H", "N", "N", "N", "N", "O", "S"], "coordinates": [[0.36040, 1.51872, 0.00438], [-1.66866, 0.51438, -0.22700], [2.02950, -1.07598, 0.98744], [2.17438, -0.90536, -0.93973], [1.18167, 2.34994, -0.01041], [-1.15082, -1.71168, 0.83159], [1.91918, -0.52356, 0.03654], [0.59585, 0.20857, -0.12385], [-0.99284, 1.84539, -0.06356], [-0.69883, -0.36330, -0.31433], [-0.56639, -1.68767, -0.18088], [-3.18343, -0.16945, -0.00019]], "forces_ev_per_a": [[-2.05, 2.44, -0.76], [0.41, 1.83, 1.46], [-0.82, 1.16, -3.20], [-0.65, 0.19, 2.75], [-1.66, -2.01, 0.32], [1.73, -1.05, -3.82], [-2.16, 0.92, -0.47], [1.87, -0.46, 0.66], [2.00, -3.28, -0.33], [5.48, -0.35, -1.27], [-4.06, -0.28, 4.69], [-0.10, 0.89, -0.04]], "lowdin_charge": [-0.14, -0.83, 0.14, 0.13, 0.16, 0.22, 0.08, -0.10, 0.08, -0.27, -0.03, 0.56]}

=====

{"formula": "C2H4N4OS", "method": "ωB97M-V/def2-TZVPD", "de_lowest_kj_mol": 477.7, "e_tot_ev": -20976.06324, "symbols": ["C", "C", "H", "H", "H", "H", "N", "N", "N", "N", "O", "S"], "coordinates": [[-0.36327, 0.53236, 0.08007], [1.79232, -0.36002, 0.16187], [-3.78130, 0.05964, 0.69958], [0.51101, 2.50387, 1.01840], [3.50563, -0.29148, -0.44127], [0.15754, -1.69725, 0.46640], [-1.60928, 0.84744, 0.04764], [0.66857, 1.52096, -0.28140], [1.92185, 0.89600, -0.01123], [0.52361, -0.80108, 0.08814], [2.89738, -1.16152, -0.04221], [-2.66746, -0.59750, -0.10994]], "forces_ev_per_a": [[1.60, -0.61, -1.32], [0.72, -0.38, -1.87], [2.21, -1.50, -1.69], [0.28, -2.48, -3.72], [-1.82, -3.69, 1.65], [0.50, 1.16, -0.42], [1.06, -2.74, -0.05], [-0.24, 0.87, 5.64], [0.29, 1.55, -0.54], [-3.91, 0.77, 0.94], [0.81, 4.36, -0.71], [-1.49, 2.70, 2.09]], "lowdin_charge": [-0.47, -0.56, -0.06, 0.28, 0.23, 0.14, -0.31, 0.02, -0.03, 0.15, 0.02, 0.60]}

=====

{"formula": "C2H4N4OS", "method": "ωB97M-V/def2-TZVPD", "de_lowest_kj_mol": 532.7, "smiles": "O/N=c1/cn[nH]n1S", "e_tot_ev": -20975.49368, "symbols": ["C", "C", "H", "H", "H", "H", "N", "N", "N", "N", "O", "S"], "coordinates": [[0.05305, -0.68403, 0.00632], [-1.11834, -1.43206, -0.32007], [2.73367, -1.85201, 0.14877], [-1.15225, -2.52825, -0.34625], [-1.80460, 1.15439, -0.51607], [1.09074, 2.54297, 0.56087], [1.10441, -1.33234, -0.21344], [-2.17017, -0.71531, -0.24803], [-1.77927, 0.50785, 0.48417], [-0.30674, 0.48330, 0.80848], [2.30603, -0.93675, 0.23855], [0.57114, 1.76681, -0.35572]], "forces_ev_per_a": [[0.80, -0.51, 2.36], [-1.92, -0.23, 0.12], [-0.04, 2.33, 0.30], [0.13, 0.60, -1.06], [-0.33, -1.15, 3.90], [0.18, 0.47, 0.83], [-0.18, -1.03, -0.48], [0.46, -0.15, 1.99], [-0.46, 2.49, -5.14], [1.01, 0.19, -3.69], [1.57, -1.64, 0.18], [-1.21, -1.38, 0.68]], "lowdin_charge": [-0.52, -0.14, 0.15, 0.13, 0.13, -0.18, -0.02, 0.03, -0.09, -0.21, -0.05, 0.77]}